Entry 1:
Formula: C9H15BCl2F4InO3P
Source: the OMol25 dataset
Level of theory: ωB97M-V with the def2-TZVPD basis set

Properties
E, eV: -66750.7022
Total charge: +2
Spin multiplicity: 1
Orbital gap, eV: 3.59
LUMO level, eV: -11.43

```
36
Properties=species:S:1:pos:R:3:forces:R:3
C 2.3030 0.8930 3.6847 0.1 0.1 -0.1
O 2.3697 -0.4281 3.1604 -0.1 -0.3 0.2
C 2.2012 -0.5830 1.8146 0.1 0.3 -0.2
C 0.6648 -0.4424 1.4450 0.1 -0.1 -0.1
C 0.4873 -0.8439 0.0005 -0.2 -0.3 0.3
B -0.6232 0.0653 -0.9781 0.4 0.4 -0.5
C -1.9392 -0.6993 -1.2762 -0.2 -0.2 0.5
Cl -2.5255 -0.8765 -2.8301 0.0 -0.1 -0.1
C -2.8335 -1.3130 -0.2698 0.3 0.4 -0.2
C -4.0439 -2.0554 -0.5953 -0.1 -0.2 0.2
Cl -2.4508 -1.1029 1.3012 0.0 0.1 0.2
P 0.2487 0.3623 -2.7897 -1.0 0.0 0.6
O 0.5046 -1.3490 -3.2117 0.3 0.7 0.7
O 1.7940 0.9783 -2.5116 -0.3 -0.7 0.0
C -1.0440 1.5895 -0.4054 -0.3 0.0 0.2
F -1.6233 1.5632 0.8284 0.2 0.0 -0.4
F -1.9970 2.0759 -1.2767 0.2 -0.1 0.2
C 0.0892 2.6473 -0.4151 -0.2 0.2 0.5
F -0.2599 3.6760 0.3853 0.2 -0.5 -0.3
F 1.2333 2.0824 0.0677 -0.2 0.2 -0.1
H 1.5764 0.9139 4.4907 -0.1 0.0 0.1
H 3.2826 1.1467 4.0836 0.1 0.0 0.1
H 2.0349 1.6163 2.9150 0.0 0.1 0.0
H 2.7375 0.1739 1.2340 0.1 0.1 0.0
H 2.5477 -1.5732 1.5338 0.0 -0.1 0.1
H 0.1657 -1.1307 2.1173 -0.2 0.0 0.1
H 0.3983 0.5807 1.6792 -0.1 0.0 0.1
H 0.1922 -1.8916 -0.0337 0.0 -0.1 -0.2
H 1.4368 -0.7971 -0.5347 0.0 0.3 -0.2
H -3.9150 -2.7017 -1.4597 0.0 0.0 -0.1
H -4.8115 -1.3096 -0.8492 -0.1 0.1 -0.2
H -4.4090 -2.6088 0.2617 0.0 -0.1 0.1
H 1.3972 -1.6717 -3.0027 -0.7 -0.8 1.2
H 2.5484 0.3751 -2.4840 0.1 0.3 1.1
H 0.2508 3.0274 -1.4268 0.1 0.0 0.0
In 2.0116 -0.3892 -4.6526 1.3 0.4 -3.5
```
Forces are in eV/Å.

=====

Entry 2:
Formula: C2HN2O
Source: the OMol25 dataset
Level of theory: ωB97M-V with the def2-TZVPD basis set

Properties
E, eV: -7099.8164
Total charge: +1
Spin multiplicity: 3
Orbital gap (alpha / beta), eV: 8.81 / 7.81
LUMO level (alpha / beta), eV: -7.40 / -8.87

```
6
Properties=species:S:1:pos:R:3:forces:R:3
C -0.4866 -0.8442 -0.7586 -3.7 -4.7 -1.5
C 0.4904 0.0954 0.8363 -0.6 3.2 -2.2
N -0.3435 1.1612 -0.7919 0.7 2.9 2.6
N -0.9826 0.2624 -1.2418 1.7 -0.4 -0.7
O 0.0147 -0.9919 0.4511 1.9 -0.4 0.8
H 1.3076 0.3171 1.5050 0.0 -0.6 0.9
```
Forces are in eV/Å.

=====

Molecular weight across the listed records, respectively: 474.7; 69.0 g/mol.